Entry 1:
DFT (wB97M-V/def2-TZVPD) results for 2 unconnected molecules or ions with the total composition C3H7O3 at a distorted geometry.

Output
Energy relative to the best compared isomer or geometry (same formula, charge and spin) = 24.2 kcal/mol
F_max = 3.38 eV Å⁻¹
Total charge = -1

Cartesian coordinates (Å):
C 1.95 0.36 1.14
C 1.07 -0.62 0.43
O 0.51 -0.19 -0.62
O 0.97 -1.78 0.89
H 1.31 1.23 1.29
H 2.72 0.73 0.46
H 2.48 -0.07 2.01
C -2.06 1.52 -0.74
O -2.14 0.09 -0.98
H -1.11 -0.15 -0.84
H -3.05 1.95 -0.65
H -1.42 1.87 0.03
H -1.55 1.80 -1.71

Entry 2:
DFT (wB97M-V/def2-TZVPD) results for 2 unconnected molecules or ions with the total composition C3H7O3 at a distorted geometry.

Output
Energy relative to the best compared isomer or geometry (same formula, charge and spin) = 15.2 kcal/mol
F_max = 1.60 eV Å⁻¹
Total charge = -1

Cartesian coordinates (Å):
C -0.15 1.64 -1.95
C -0.82 0.63 -1.00
O -0.25 -0.48 -0.80
O -1.97 0.94 -0.62
H -0.59 2.61 -1.70
H -0.40 1.35 -2.97
H 0.94 1.64 -1.88
C 0.80 -1.37 2.05
O -0.37 -1.87 1.45
H -0.49 -1.38 0.60
H 1.43 -0.87 1.36
H 0.58 -0.64 2.86
H 1.27 -2.20 2.58

Entry 3:
DFT (wB97M-V/def2-TZVPD) results for a molecular structure, C3H7O3 at a distorted geometry.

Output
⟨S²⟩ = 0.762
Spin multiplicity = 2
Energy relative to the best compared isomer or geometry (same formula, charge and spin) = 38.5 kcal/mol
F_max = 2.28 eV Å⁻¹

Cartesian coordinates (Å):
C 1.68 -0.30 2.03
O 1.13 -1.14 1.08
H 0.24 -0.64 0.71
H 0.86 0.15 2.63
H 2.18 0.50 1.56
H 2.35 -0.84 2.67
C 0.27 1.14 -1.40
C -0.85 0.27 -0.89
O -0.84 -0.01 0.39
O -1.78 -0.01 -1.63
H -0.20 2.12 -1.43
H 0.68 0.92 -2.37
H 1.07 1.21 -0.64

Entry 4:
DFT (wB97M-V/def2-TZVPD) results for 2 unconnected molecules or ions with the total composition C3H7O3 at a distorted geometry.

Output
⟨S²⟩ = 0.755
Spin multiplicity = 2
Energy relative to the best compared isomer or geometry (same formula, charge and spin) = 28.0 kcal/mol
F_max = 3.17 eV Å⁻¹

Cartesian coordinates (Å):
C 1.24 1.76 0.31
C 0.06 1.72 -0.70
O 0.07 0.95 -1.62
O -0.91 2.60 -0.60
H 1.57 0.75 0.52
H 0.85 2.26 1.23
H 1.91 2.50 -0.15
C -1.05 -1.80 0.10
O -0.22 -2.75 0.74
H 0.19 -3.49 0.27
H -2.11 -1.95 0.19
H -0.77 -1.67 -0.93
H -0.84 -0.87 0.64

Entry 5:
DFT (wB97M-V/def2-TZVPD) results for 2 unconnected molecules or ions with the total composition C3H7O3S2 at a distorted geometry.

Output
⟨S²⟩ = 2.006
Spin multiplicity = 3
F_max = 5.09 eV Å⁻¹
Total charge = -1
Calculated total energy = -1140.461620 hartree

Cartesian coordinates (Å):
C 0.42 1.23 0.54
C -3.03 -1.56 -1.00
C 0.43 0.16 -0.48
O 0.98 -1.48 1.53
O 1.51 -2.37 -0.69
O 2.90 -0.57 0.56
S -4.16 -0.40 -1.41
S 1.38 -1.19 0.15
H -0.47 1.81 0.17
H 0.18 0.88 1.46
H 1.29 1.79 0.49
H -2.38 -1.32 -0.21
H -2.94 -2.43 -1.53
H 0.71 0.13 -1.55
H 3.26 -1.23 1.07

Entry 6:
DFT (wB97M-V/def2-TZVPD) results for a single C3H7OP molecule at a distorted geometry.

Output
Energy relative to the best compared isomer or geometry (same formula, charge and spin) = 9.4 kcal/mol
SMILES = C=C[P@H](C)=O
F_max = 2.60 eV Å⁻¹

Cartesian coordinates (Å):
C -1.46 -0.50 -0.87
C -0.45 -1.15 -0.27
C 0.62 1.21 0.95
O 1.62 0.03 -1.44
P 1.10 -0.26 -0.11
H -2.42 -0.92 -1.18
H -1.57 0.56 -0.93
H -0.64 -2.27 -0.04
H -0.52 1.22 0.74
H 0.83 1.08 1.99
H 1.05 2.17 0.61
H 1.86 -1.17 0.55

Entry 7:
DFT (wB97M-V/def2-TZVPD) results for 2 unconnected molecules or ions with the total composition C3H7OS at a distorted geometry.

Output
Energy relative to the best compared isomer or geometry (same formula, charge and spin) = 62.9 kcal/mol
F_max = 5.16 eV Å⁻¹
Total charge = -1

Cartesian coordinates (Å):
C -3.09 1.16 -0.87
S -1.54 0.18 -1.22
H -3.04 2.03 -1.42
H -4.05 0.79 -1.20
H -3.28 0.95 0.29
C 3.11 -1.16 0.46
C 1.91 -0.70 0.35
O 1.50 0.34 1.19
H 3.38 -2.12 0.21
H 3.74 -0.80 1.20
H 0.99 -1.06 -0.14
H 0.38 0.40 1.14

Entry 8:
DFT (wB97M-V/def2-TZVPD) results for 2 unconnected molecules or ions with the total composition C3H7OS at a distorted geometry.

Output
Energy relative to the best compared isomer or geometry (same formula, charge and spin) = 31.5 kcal/mol
F_max = 3.32 eV Å⁻¹
Total charge = -1

Cartesian coordinates (Å):
C -2.13 1.40 -0.54
S -1.59 -0.24 -0.94
H -1.43 2.20 -0.80
H -2.34 1.50 0.58
H -3.11 1.53 -0.94
C 1.78 -1.69 0.95
C 1.64 -0.45 0.40
O 1.58 -0.20 -0.92
H 1.84 -1.78 2.03
H 1.85 -2.54 0.36
H 1.29 0.34 1.09
H 0.63 -0.06 -1.27

Entry 9:
DFT (wB97M-V/def2-TZVPD) results for 2 unconnected molecules or ions with the total composition C3H7OS at a distorted geometry.

Output
Energy relative to the best compared isomer or geometry (same formula, charge and spin) = 20.8 kcal/mol
F_max = 1.08 eV Å⁻¹
Total charge = -1

Cartesian coordinates (Å):
C 2.92 0.78 0.45
S 1.59 -0.38 0.89
H 3.71 0.41 -0.24
H 2.57 1.67 -0.06
H 3.49 1.07 1.33
C -3.06 -0.62 -0.34
C -1.72 -0.60 -0.24
O -0.91 -0.10 -1.18
H -3.63 -1.15 0.42
H -3.67 0.05 -0.94
H -1.28 -0.95 0.68
H -0.01 -0.18 -0.77

Entry 10:
DFT (wB97M-V/def2-TZVPD) results for 2 unconnected molecules or ions with the total composition C3H7OS.

Output
Energy relative to the best compared isomer or geometry (same formula, charge and spin) = 0.0 kcal/mol
F_max = 0.35 eV Å⁻¹
Total charge = -1

Cartesian coordinates (Å):
S 1.82 -1.59 1.72
H 1.83 -2.91 1.96
C -1.54 0.66 -1.27
C -0.58 0.14 -0.48
O -0.54 -1.17 -0.25
C 0.47 1.00 0.15
H -1.57 1.72 -1.47
H -2.29 0.01 -1.70
H 0.21 -1.45 0.37
H 0.31 2.04 -0.15
H 0.41 0.91 1.24
H 1.47 0.66 -0.13

Entry 11:
DFT (wB97M-V/def2-TZVPD) results for a gas-phase ion, C3H7OS2 (charge -1) at a distorted geometry.

Output
Energy relative to the best compared isomer or geometry (same formula, charge and spin) = 47.1 kcal/mol
SMILES = [O-]CCCSS
F_max = 3.28 eV Å⁻¹
Total charge = -1

Cartesian coordinates (Å):
C 0.36 -0.79 -0.79
C -1.15 -0.86 -1.45
O -2.02 -0.71 -0.47
C 0.57 0.44 0.16
S 1.61 0.22 1.86
S 0.17 1.57 2.98
H 0.18 -1.74 -0.34
H 1.33 -0.91 -1.28
H -1.10 -1.78 -2.06
H -1.17 -0.11 -2.23
H 0.77 1.45 -0.30
H -0.50 0.61 0.51
H 0.96 2.62 3.40

Entry 12:
DFT (wB97M-V/def2-TZVPD) results for a gas-phase ion, C3H7OS2 (charge +1) at a distorted geometry.

Output
Energy relative to the best compared isomer or geometry (same formula, charge and spin) = 61.9 kcal/mol
F_max = 4.25 eV Å⁻¹
Total charge = +1

Cartesian coordinates (Å):
C -0.23 -1.14 0.52
C 1.34 0.11 -0.79
C -1.05 1.21 -0.42
O -0.07 -0.22 -0.56
S -0.89 -2.51 0.14
S 0.33 -0.70 2.13
H 1.60 -0.21 -1.82
H 1.62 1.19 -0.63
H 1.86 -0.46 -0.10
H -0.54 2.04 -0.85
H -1.99 1.00 -1.04
H -1.49 1.33 0.64
H -0.50 -1.64 2.78